1.
64
Properties=species:S:1:pos:R:3:forces:R:3:nbo_charge:R:1 method="wB97M-V/def2-TZVPD" orbital_gap_ev="6.9 / 7.6" lumo_energy_ha="-0.1541 / -0.1297" e_above_lowest_ev=0.631 total_charge=+1 molar_mass_g_mol=828.42 energy_ha=-3964.00915 multiplicity=2
Cr -0.3534 0.2248 1.1431 -0.6518 0.6873 -0.7802 0.947
I -0.5134 2.6284 4.7652 -0.2627 0.3489 0.3408 0.098
C -2.4172 1.8980 4.1592 0.3321 -0.4602 -0.5207 -0.729
I -2.2784 0.0001 3.0395 -0.5532 0.8219 1.0799 0.445
H -2.8726 2.6583 3.5311 0.0943 -0.1143 -0.0125 0.234
H -2.9917 1.7510 5.0681 0.0077 -0.2251 -0.1307 0.238
C 0.9359 3.8883 -4.6225 -0.4098 -0.1656 0.5879 -1.105
Si -0.0676 3.4648 -3.0648 0.0322 0.0073 -0.0658 1.587
C -1.6829 2.5371 -3.4595 0.5222 0.4500 0.0973 -1.099
C -0.3532 5.0024 -1.9811 0.0512 -0.5515 -0.4203 -1.098
C 0.9557 2.1678 -2.0808 -0.1564 0.3124 -0.3293 -0.462
C 2.1413 1.5960 -2.5220 -0.1971 0.0683 0.1868 -0.108
C 2.7158 0.5189 -1.8486 -0.0379 -0.1682 0.2133 -0.257
C 2.0685 0.0031 -0.7431 0.4981 -0.1785 -0.2421 0.056
N 0.9569 0.5643 -0.2752 0.2460 0.0736 -0.4890 -0.490
C 0.4321 1.6299 -0.9070 0.1701 0.0274 0.0890 0.098
S -0.9358 2.1909 -0.0107 -0.2412 -0.7085 1.0879 -0.001
H 0.3921 4.6037 -5.2297 -0.1590 0.1655 -0.1074 0.252
H 1.1167 3.0171 -5.2444 0.0001 -0.2113 -0.0709 0.242
H 1.8950 4.3379 -4.3831 0.1640 0.0776 0.1224 0.240
H -2.3254 3.1177 -4.1133 -0.1020 0.1663 -0.1427 0.247
H -2.2401 2.3364 -2.5487 -0.0487 -0.0003 0.1311 0.246
H -1.4948 1.5847 -3.9482 0.1418 -0.1178 -0.0924 0.246
H -0.8955 5.7594 -2.5386 -0.1147 0.1346 -0.1716 0.246
H 0.5784 5.4495 -1.6469 0.2169 0.0018 -0.0073 0.241
H -0.9399 4.7615 -1.1006 -0.0876 -0.0521 0.0882 0.247
H 2.6284 1.9952 -3.3986 0.0571 -0.0159 -0.1641 0.230
H 3.6364 0.0758 -2.1940 0.0396 -0.0772 -0.0126 0.234
H 2.4312 -0.8698 -0.2139 0.0089 -0.0069 -0.0082 0.208
O -2.1975 -2.0996 1.6090 0.0419 -0.4019 -0.5872 -0.675
C -2.0127 -1.8945 0.4002 -0.9694 -1.5893 1.2101 0.787
O -1.4053 -0.8854 -0.0574 1.5556 1.6596 -0.1240 -0.669
C -2.5239 -2.8652 -0.6183 -0.0398 -0.0279 -0.3478 -0.095
C -2.9315 -4.1449 -0.2578 -0.0594 -0.0178 0.0154 -0.123
C -3.3843 -5.0107 -1.2441 0.3517 0.9626 -0.2111 0.007
C -3.4458 -4.6336 -2.5780 -0.0513 -0.0081 -0.0973 -0.133
C -3.0273 -3.3541 -2.9128 0.0323 -0.3286 1.0821 0.014
C -2.5646 -2.4703 -1.9507 -0.0139 -0.0181 -0.1217 -0.142
N -3.0431 -2.9333 -4.3070 0.0695 0.0480 0.0337 0.533
O -3.5535 -3.6770 -5.1046 -0.2095 -0.2633 -0.3957 -0.346
O -2.5273 -1.8680 -4.5567 0.1218 0.3894 -0.2331 -0.372
N -3.7768 -6.3666 -0.8697 0.0590 0.0686 -0.0359 0.533
O -3.6022 -6.6841 0.2816 -0.0145 -0.2344 0.4376 -0.360
O -4.2312 -7.0661 -1.7398 -0.2085 -0.3436 -0.2739 -0.350
H -2.8920 -4.4651 0.7737 -0.0125 0.0071 -0.0153 0.273
H -3.8025 -5.3162 -3.3382 0.0281 0.0304 0.0812 0.288
H -2.2413 -1.4784 -2.2314 0.0067 -0.0538 -0.0485 0.269
O 0.8655 -1.2425 2.3075 -0.4144 -0.2884 -0.2206 -0.624
C 1.2962 -0.2617 2.9129 0.5920 -0.1407 0.7286 0.772
O 1.0231 0.9178 2.5553 -0.3205 0.4156 -0.8245 -0.701
C 2.1868 -0.3886 4.1633 -0.5641 -0.7522 -0.4261 -0.161
N 2.7992 0.9523 4.3540 -0.3768 0.6262 0.1359 -0.525
C 4.1402 0.8839 3.7224 0.8735 -0.1502 -0.2570 -0.233
C 4.6159 -0.5341 4.0198 -0.0544 -0.0015 0.0317 -0.421
C 3.3386 -1.3832 3.9731 0.1027 -0.1025 0.0454 -0.419
H 1.5491 -0.6424 5.0134 -0.0079 0.1799 -0.1089 0.269
H 2.8578 1.2080 5.3412 -0.0187 -0.0355 -0.1236 0.439
H 2.1628 1.6189 3.8561 0.2587 -0.2021 0.3054 0.490
H 4.8013 1.6527 4.1177 -0.1732 0.0813 -0.0142 0.243
H 4.0159 1.0367 2.6499 -0.1441 0.0679 0.0589 0.229
H 5.0678 -0.5865 5.0095 0.0481 0.0581 0.0246 0.225
H 5.3573 -0.8710 3.2989 0.0273 0.0868 0.0244 0.252
H 3.3427 -2.1377 4.7548 -0.0518 -0.0294 -0.0212 0.247
H 3.2207 -1.8999 3.0221 -0.0242 0.0179 0.0158 0.248


2.
9
Properties=species:S:1:pos:R:3:forces:R:3:nbo_charge:R:1 method="wB97M-V/def2-TZVPD" orbital_gap_ev="8.3 / 6.4" lumo_energy_ha="0.0142 / -0.1349" e_above_lowest_ev=0.690 total_charge=0 molar_mass_g_mol=93.04 energy_ha=-395.29854 multiplicity=3
C 0.2729 -0.0795 -0.1953 -0.0910 -0.8755 -5.5398 0.552
N -1.2357 0.1601 -0.1218 9.7464 -2.6478 0.8783 0.165
O -1.4520 1.3532 -0.1279 -3.2899 6.3858 -0.3377 -0.134
O -2.0199 -0.7480 -0.0773 -5.3816 -4.3747 0.0355 -0.172
O 0.7170 -1.3459 0.1205 -0.3057 -0.1439 0.6451 -0.724
O 0.9197 0.9304 0.3403 0.7391 1.3717 3.0176 -0.694
H 0.4917 0.1551 -1.7530 -0.3849 -0.6207 3.8574 0.018
H 1.6411 -1.4326 0.4941 -1.5836 0.9749 -0.7710 0.511
H 0.6652 1.0072 1.3203 0.5512 -0.0698 -1.7853 0.478


3.
74
Properties=species:S:1:pos:R:3:forces:R:3:lowdin_charge:R:1 method="wB97M-V/def2-TZVPD" orbital_gap_ev=6.8 lumo_energy_ha=0.0063 e_above_lowest_ev=0.951 total_charge=0 molar_mass_g_mol=532.38 energy_ha=-2866.89584
Co 0.1944 -0.1758 -0.0045 -0.2113 1.0599 0.7348 0.556
C 2.7639 0.1587 2.8570 -0.0087 -0.0217 0.0798 -0.197
C 3.6733 -0.6618 1.9401 -0.0065 0.1271 -0.1197 -0.158
C 3.0680 -1.0228 0.5631 0.0746 0.1278 -0.0040 -0.199
N 2.1390 -0.0157 0.0621 -0.0617 -0.4325 -0.2352 -0.010
C 2.6136 1.1505 -0.3153 0.1451 0.0496 0.0032 -0.213
C 3.9963 1.4133 -0.4870 0.0486 0.1125 0.0087 -0.018
C 4.6827 2.6052 -0.5874 -0.0551 -0.0453 0.0614 -0.083
C 4.2240 3.9164 -0.4876 0.0411 -0.0301 0.0051 -0.119
C 2.9012 4.2994 -0.3987 -0.1344 -0.0497 -0.0062 -0.092
C 1.7436 3.5366 -0.5023 0.0798 0.1115 0.0008 -0.022
C 1.5689 2.1472 -0.6361 0.2211 -0.0906 -0.0594 -0.217
N 0.4186 1.5758 -0.9200 -0.2651 -0.3718 -0.1285 -0.014
C -0.7077 2.3768 -1.3548 0.0875 0.0056 -0.0320 -0.226
C -1.7005 1.4612 -2.0422 -0.0531 0.0346 -0.0866 -0.163
C -2.4742 0.5750 -1.0661 0.0191 -0.1481 0.0170 -0.182
N -1.6950 0.2128 0.1051 0.4178 -0.0050 -0.6184 -0.018
C -2.0877 0.4845 1.3166 -0.3612 -0.0711 0.2126 -0.194
C -3.1123 1.4178 1.6459 -0.1087 -0.0312 0.0166 -0.023
C -3.8831 1.5296 2.7786 0.0241 -0.0070 -0.0742 -0.093
C -3.8894 0.7457 3.9313 -0.0115 -0.0322 0.0027 -0.122
C -2.9591 -0.2241 4.2409 0.1024 0.0663 0.0067 -0.092
C -1.7882 -0.5948 3.5856 -0.0455 0.0224 0.0079 -0.014
C -1.2764 -0.2133 2.3334 -0.1660 0.0522 0.2090 -0.198
N -0.0909 -0.5507 1.8707 0.4763 -0.8873 -0.5613 0.009
C 0.7807 -1.4167 2.6502 -0.1000 0.0134 0.1044 -0.209
C 1.7183 -0.6701 3.5926 -0.0745 0.0843 0.0104 -0.169
H 3.3788 0.6825 3.5919 0.0193 -0.0186 0.0137 0.110
H 2.2580 0.9307 2.2718 0.0544 0.0191 0.0752 0.104
H 4.5924 -0.0948 1.7814 0.0154 -0.0213 0.0069 0.098
H 3.9575 -1.5945 2.4390 0.0473 0.0247 -0.0080 0.115
H 3.8844 -1.1903 -0.1451 -0.0212 -0.0465 -0.0553 0.113
H 2.5333 -1.9618 0.6013 0.0577 0.0037 -0.0653 0.069
H 4.6151 0.5275 -0.5312 0.0366 0.0249 0.0276 0.094
H 5.7564 2.4970 -0.7059 -0.0066 -0.0125 -0.0101 0.104
H 4.9696 4.7010 -0.4740 0.0042 -0.0072 -0.0072 0.093
H 2.7295 5.3634 -0.2689 -0.0190 -0.0101 -0.0264 0.103
H 0.8200 4.0986 -0.4465 0.0029 0.0170 -0.0682 0.094
H -1.1743 2.8930 -0.5040 -0.0309 0.0077 -0.0105 0.124
H -0.3813 3.1481 -2.0591 0.0694 0.0373 0.0114 0.119
H -2.4058 2.0526 -2.6300 -0.0252 -0.0585 -0.0232 0.112
H -1.1353 0.8324 -2.7342 -0.0094 0.0725 -0.0440 0.111
H -3.4173 1.0412 -0.7869 -0.0134 0.0335 0.0515 0.104
H -2.7247 -0.3600 -1.5745 -0.0768 -0.0298 0.0453 0.121
H -3.3346 2.1333 0.8647 -0.0304 -0.0190 -0.0178 0.095
H -4.6252 2.3210 2.7458 0.0099 0.0123 -0.0047 0.104
H -4.6766 0.9270 4.6515 0.0001 0.0117 -0.0035 0.092
H -3.1326 -0.7490 5.1750 0.0470 0.0095 0.0177 0.103
H -1.1868 -1.3140 4.1228 -0.0131 0.0088 0.0395 0.089
H 0.2079 -2.1536 3.2208 -0.0807 -0.0189 -0.0508 0.106
H 1.3709 -1.9869 1.9422 -0.0271 -0.0655 0.0879 0.073
H 1.1320 -0.0161 4.2461 -0.0235 -0.0665 0.0071 0.113
H 2.2108 -1.4100 4.2340 0.0283 0.0404 -0.0176 0.116
C 1.4128 -4.7511 0.7475 0.0595 0.0563 0.1017 -0.011
C 0.6223 -4.2973 -0.4691 -0.0997 0.0678 -0.0694 -0.450
C 0.9979 -5.1575 -1.6625 0.0514 -0.0120 -0.0259 -0.012
O 1.0358 -2.9350 -0.7501 -0.0242 -0.2256 -0.3258 0.081
B -0.0002 -2.0801 -0.4764 0.0834 0.6982 1.1478 -0.522
O -1.1482 -2.7446 -0.1254 -0.1292 -0.2233 -0.1684 0.096
C -0.9299 -4.1725 -0.2148 0.0356 0.0992 -0.1486 -0.455
C -1.7853 -4.6846 -1.3645 -0.0341 0.0610 -0.0338 -0.014
C -1.4027 -4.7900 1.0892 -0.0139 -0.0226 0.0549 -0.006
H 2.4766 -4.6740 0.5178 -0.0036 -0.0228 0.0132 0.097
H 1.1875 -5.7871 1.0059 0.0247 0.0329 -0.0042 0.094
H 1.2070 -4.1215 1.6147 0.0037 -0.0776 -0.0426 0.076
H 2.0839 -5.1730 -1.7617 -0.0143 -0.0053 -0.0087 0.093
H 0.5807 -4.7622 -2.5865 -0.0079 -0.0185 0.0097 0.088
H 0.6509 -6.1840 -1.5275 0.0244 0.0189 -0.0074 0.095
H -1.5249 -4.1880 -2.2994 0.0038 -0.0305 0.0050 0.093
H -2.8287 -4.4569 -1.1447 0.0035 -0.0130 -0.0107 0.093
H -1.6844 -5.7632 -1.4942 -0.0131 0.0201 -0.0035 0.091
H -0.9471 -4.2955 1.9471 -0.0114 -0.0387 -0.0269 0.083
H -1.1659 -5.8561 1.1260 -0.0424 0.0388 0.0063 0.095
H -2.4838 -4.6736 1.1693 0.0146 0.0041 0.0103 0.094


4.
24
Properties=species:S:1:pos:R:3:forces:R:3:nbo_charge:R:1 method="wB97M-V/def2-TZVPD" orbital_gap_ev="6.5 / 8.5" lumo_energy_ha="-0.0698 / -0.0630" total_charge=0 molar_mass_g_mol=240.49 energy_ha=-1863.33638 multiplicity=4
Ti 24.8248 20.8903 10.1762 -0.3271 1.9215 0.3909 0.856
Cl 24.3746 23.5564 10.7058 0.3272 -1.9032 -0.3751 -0.845
C 19.4185 25.9352 9.7890 0.2512 0.9476 0.0125 -0.613
C 20.7666 26.6926 9.9137 -0.2260 -0.8851 0.4938 -0.381
C 21.7271 25.9908 10.8747 1.2848 -0.3229 0.5515 -0.534
C 21.4695 26.1481 12.3113 -2.0064 0.2890 3.7160 0.295
N 21.1719 26.2971 13.4511 1.2686 -0.5001 -4.0366 -0.355
H 18.7522 26.4196 9.0752 0.2043 0.0663 -0.2727 0.213
H 18.8446 25.9771 10.7147 0.2611 -0.4377 0.2112 0.216
H 19.6016 24.9202 9.4362 -0.1335 -0.0618 0.2708 0.206
H 20.6703 27.7018 10.3140 -0.2984 0.1473 -0.5284 0.213
H 21.2589 26.6705 8.9415 -0.0269 0.4077 -0.0007 0.211
H 22.7580 26.3400 10.8168 0.0992 0.6457 -0.5184 0.256
H 21.9413 24.9464 10.6480 -0.6641 -0.2973 0.0600 0.269
C 24.4908 24.6125 14.0786 0.4695 0.7058 -0.9907 -0.111
C 25.7223 25.3430 13.5625 -0.0499 0.4652 -0.8935 -0.098
O 26.6112 25.3385 14.6202 0.9394 -1.1401 2.0058 -0.486
C 25.9597 25.0060 15.7561 0.8642 1.0497 2.3448 0.963
O 26.4656 25.1715 16.8595 -1.5709 -0.9393 -2.4076 -0.590
O 24.6693 24.6001 15.4930 1.1689 0.2487 0.1830 -0.484
H 24.5299 23.6203 13.6290 -0.6048 -0.1262 0.4526 0.193
H 23.6420 25.2172 13.7593 -0.4500 -0.6421 0.4835 0.218
H 25.6243 26.4192 13.4194 -0.7523 -0.1005 -0.9896 0.181
H 26.1508 24.8006 12.7198 -0.0283 0.4618 -0.1633 0.206


What did the fourth record say?
24
Properties=species:S:1:pos:R:3:forces:R:3:nbo_charge:R:1 method="wB97M-V/def2-TZVPD" orbital_gap_ev="6.5 / 8.5" lumo_energy_ha="-0.0698 / -0.0630" total_charge=0 molar_mass_g_mol=240.49 energy_ha=-1863.33638 multiplicity=4
Ti 24.8248 20.8903 10.1762 -0.3271 1.9215 0.3909 0.856
Cl 24.3746 23.5564 10.7058 0.3272 -1.9032 -0.3751 -0.845
C 19.4185 25.9352 9.7890 0.2512 0.9476 0.0125 -0.613
C 20.7666 26.6926 9.9137 -0.2260 -0.8851 0.4938 -0.381
C 21.7271 25.9908 10.8747 1.2848 -0.3229 0.5515 -0.534
C 21.4695 26.1481 12.3113 -2.0064 0.2890 3.7160 0.295
N 21.1719 26.2971 13.4511 1.2686 -0.5001 -4.0366 -0.355
H 18.7522 26.4196 9.0752 0.2043 0.0663 -0.2727 0.213
H 18.8446 25.9771 10.7147 0.2611 -0.4377 0.2112 0.216
H 19.6016 24.9202 9.4362 -0.1335 -0.0618 0.2708 0.206
H 20.6703 27.7018 10.3140 -0.2984 0.1473 -0.5284 0.213
H 21.2589 26.6705 8.9415 -0.0269 0.4077 -0.0007 0.211
H 22.7580 26.3400 10.8168 0.0992 0.6457 -0.5184 0.256
H 21.9413 24.9464 10.6480 -0.6641 -0.2973 0.0600 0.269
C 24.4908 24.6125 14.0786 0.4695 0.7058 -0.9907 -0.111
C 25.7223 25.3430 13.5625 -0.0499 0.4652 -0.8935 -0.098
O 26.6112 25.3385 14.6202 0.9394 -1.1401 2.0058 -0.486
C 25.9597 25.0060 15.7561 0.8642 1.0497 2.3448 0.963
O 26.4656 25.1715 16.8595 -1.5709 -0.9393 -2.4076 -0.590
O 24.6693 24.6001 15.4930 1.1689 0.2487 0.1830 -0.484
H 24.5299 23.6203 13.6290 -0.6048 -0.1262 0.4526 0.193
H 23.6420 25.2172 13.7593 -0.4500 -0.6421 0.4835 0.218
H 25.6243 26.4192 13.4194 -0.7523 -0.1005 -0.9896 0.181
H 26.1508 24.8006 12.7198 -0.0283 0.4618 -0.1633 0.206